A 5-piece molecular cluster, C4H18O4 overall at a distorted geometry. Source: OMol25; level of theory: ωB97M-V with the def2-TZVPD basis set.

Each line ends with the Löwdin charge.
Atoms and positions in Å:
C (1.67019, 0.03229, 0.38454)  0.029
C (0.25571, -0.65998, 0.32543)  -0.278
C (0.20558, -2.11382, -0.02339)  -0.035
C (-0.19558, -0.30073, 1.85513)  0.094
H (1.45795, 1.09354, 0.28967)  0.084
H (2.31857, -0.29592, 1.17310)  0.092
H (2.10294, -0.27656, -0.58623)  0.157
H (-0.40197, -0.19309, -0.40387)  0.129
H (-0.11713, -2.82560, 0.74907)  0.119
H (1.19918, -2.50816, -0.27683)  0.104
H (-0.51242, -2.31001, -0.80936)  0.097
H (0.13624, 0.68274, 2.17757)  0.103
H (-1.28823, -0.30369, 1.83638)  0.129
H (0.30614, -1.03250, 2.46314)  0.100
H (2.73533, -2.12164, 1.07756)  -0.035
H (3.16559, -3.31005, 1.91703)  0.057
O (3.48189, -2.70539, 1.23449)  -0.029
H (-0.31067, 2.14042, -1.76519)  0.001
H (1.12773, 2.06291, -2.45394)  0.056
O (0.64516, 2.00259, -1.62873)  -0.062
H (-3.90821, 0.76190, -1.20461)  0.026
H (-4.10114, 1.18295, 0.17315)  0.056
O (-3.98121, 1.55235, -0.71157)  -0.020
H (-1.45965, 3.72632, -1.86326)  0.060
H (-2.63439, 2.75401, -1.67075)  0.014
O (-1.89758, 2.96512, -2.25851)  -0.047

The LUMO energy (spin up / spin down) comes out at -0.11557 / -0.35867 hartree. The value obtained for the total energy is -12619.3771 eV. The spin multiplicity is 2. Its charge is +1. For the energy above the lowest of the compared OMol25 structures with the same formula, charge and spin, the calculation gives 33.8 kJ/mol. For the HOMO-LUMO gap (spin up / spin down), the calculation gives 11.4 / 4.8 eV.

---

A 5-piece molecular cluster, C4H18O7 overall at a distorted geometry. Source: OMol25; level of theory: ωB97M-V with the def2-TZVPD basis set.

Each line ends with the Löwdin charge.
Atoms and positions in Å:
C (0.24670, 0.15058, -4.08622)  -0.281
C (-0.50472, -0.01300, -2.76539)  -0.227
O (-1.21077, 1.20077, -2.36753)  -0.090
O (1.40340, 0.91211, -4.09583)  -0.049
H (-0.45655, 0.59938, -4.78772)  0.119
H (0.65007, -0.81997, -4.37506)  0.121
H (0.23212, -0.30583, -2.01744)  0.113
H (-1.33043, -0.72414, -2.78922)  0.113
H (-1.25553, 1.08950, -1.41505)  0.008
H (1.13721, 1.69225, -3.60376)  0.084
C (2.05471, 0.32190, 2.16012)  -0.176
C (1.51728, -0.96417, 2.86981)  -0.234
O (1.23464, -2.07019, 2.05053)  -0.059
O (0.97519, 1.05155, 1.54100)  -0.095
H (2.80809, 0.13078, 1.39593)  0.118
H (2.48864, 0.98723, 2.90654)  0.115
H (0.63723, -0.68408, 3.44874)  0.112
H (2.17045, -1.31167, 3.67025)  0.117
H (0.50958, -1.88606, 1.44888)  0.025
H (1.12114, 1.99825, 1.60470)  0.100
O (-2.60901, 1.93319, 2.53386)  -0.056
H (-2.34146, 1.10740, 2.93724)  0.020
H (-2.61479, 1.75052, 1.59427)  0.004
O (-0.96564, -1.95978, 0.31504)  -0.014
H (-1.30959, -2.51928, 1.01138)  0.090
H (-1.10771, -2.46115, -0.48787)  0.088
O (-1.38004, 0.53690, 0.26093)  -0.063
H (-1.35086, -0.40086, 0.07122)  -0.015
H (-0.74939, 0.65788, 0.97078)  0.010

The LUMO energy comes out at -0.00351 hartree. The value obtained for the total energy is -18771.1341 eV. The spin multiplicity is 1. For the energy above the lowest of the compared OMol25 structures with the same formula, charge and spin, the calculation gives 229.6 kJ/mol. The structure (SMILES) is OCCO.OCCO.O.O.O. For the HOMO-LUMO gap, the calculation gives 9.8 eV.

---

A 2-piece molecular cluster, C4H18Si4 overall at a distorted geometry. Source: OMol25; level of theory: ωB97M-V with the def2-TZVPD basis set.

Each line ends with the Löwdin charge.
Atoms and positions in Å:
C (2.69940, 0.40409, 1.30428)  -0.195
C (-1.60186, -1.35415, 1.06728)  -0.272
C (0.81168, -2.20791, 2.87156)  -0.219
C (1.30055, 0.53991, 1.86597)  -0.412
Si (0.51515, 1.31024, -2.83971)  0.358
Si (-1.59017, 1.13588, -3.86503)  0.141
Si (-3.27265, 1.09891, -2.33247)  0.479
Si (0.21831, -1.00142, 1.49575)  0.742
H (3.23615, 1.30450, 1.68862)  0.084
H (3.25457, -0.43523, 1.73356)  0.070
H (2.70972, 0.31394, 0.28881)  0.013
H (-2.31434, -0.68523, 1.45643)  -0.022
H (-1.71962, -1.23915, -0.09096)  0.012
H (-1.73882, -2.47951, 1.26509)  0.048
H (1.56771, -2.84560, 2.63411)  -0.018
H (1.15557, -1.63373, 3.65627)  -0.012
H (0.06644, -2.85266, 3.20679)  -0.003
H (0.73266, 1.42066, 1.41274)  0.068
H (1.29414, 0.64197, 3.01507)  0.083
H (0.14804, 2.12049, -1.61832)  -0.129
H (1.06734, -0.10937, -2.38738)  -0.081
H (1.64244, 2.07244, -3.49740)  -0.127
H (-1.89624, 2.19295, -4.82345)  -0.141
H (-1.44986, -0.33693, -4.43953)  -0.083
H (-4.29240, 1.91367, -2.00429)  -0.225
H (-2.54390, 0.71127, -1.06379)  -0.158

The LUMO energy (spin up / spin down) comes out at 0.00765 / -0.04075 hartree. The value obtained for the total energy is -35944.5054 eV. The spin multiplicity is 1. For the energy above the lowest of the compared OMol25 structures with the same formula, charge and spin, the calculation gives 334.6 kJ/mol. For the HOMO-LUMO gap (spin up / spin down), the calculation gives 7.9 / 5.1 eV.

---

C4H19BBeF6NO12S2 as an isolated structure at a distorted geometry. Source: OMol25; level of theory: ωB97M-V with the def2-TZVPD basis set.

Each line ends with the Löwdin charge.
Atoms and positions in Å:
Be (-1.83756, 0.27237, 1.00908)  0.869
C (-0.81575, 4.72480, -2.86590)  -0.569
F (-1.36525, 3.76660, -3.59957)  0.162
F (0.48091, 5.04960, -3.07592)  0.111
F (-1.50707, 5.86903, -3.03812)  0.113
S (-0.99902, 4.29140, -0.90744)  0.738
O (-0.54671, 5.40300, -0.07197)  -0.291
O (-2.41149, 4.01297, -0.75637)  -0.309
N (-0.21129, 2.77859, -0.69896)  -0.291
S (1.19875, 3.15673, -0.21382)  0.626
O (1.81767, 4.22486, -0.95727)  -0.304
O (1.34423, 3.29087, 1.23664)  -0.284
C (2.14650, 1.41405, -0.61691)  -0.441
F (1.97702, 0.86294, -1.84145)  0.128
F (3.47839, 1.70690, -0.39191)  0.089
F (1.79302, 0.47941, 0.33117)  -0.140
C (0.62375, -2.35184, -0.18568)  0.003
C (-0.36805, -1.30280, 0.28599)  -0.672
O (-0.06715, -0.08670, 0.14251)  -0.110
O (-1.45027, -1.54282, 0.77389)  -0.019
H (0.13006, -3.32220, -0.23836)  0.092
H (1.28964, -2.29672, 0.67551)  0.092
H (1.21044, -2.11309, -1.07275)  0.116
B (-0.79643, -0.11319, 2.85064)  -0.287
H (-1.31335, -1.04591, 2.68611)  -0.026
H (-0.33637, 0.29177, 1.96261)  -0.034
H (-1.56399, 0.55507, 3.20915)  -0.025
H (0.00124, -0.14429, 3.57658)  0.015
O (-0.36126, -1.70024, -2.44062)  -0.040
H (0.00188, -2.45814, -2.89881)  0.049
H (0.21541, -1.57662, -1.68670)  -0.056
O (-2.15356, -3.93006, 0.13467)  -0.008
H (-2.57167, -4.28068, -0.65176)  0.090
H (-1.56333, -3.25010, -0.19017)  0.029
O (2.27204, -0.58653, 1.58119)  -0.027
H (1.68549, -0.83984, 0.86843)  -0.002
H (1.92646, 0.25090, 1.89025)  0.073
O (-1.01706, 1.11986, -1.50265)  -0.071
H (-0.86307, 2.01570, -1.20267)  -0.267
H (-0.15835, 0.69971, -1.45454)  0.000
O (1.05406, -4.14903, 1.52032)  -0.076
H (0.89576, -4.89317, 0.93944)  0.062
H (1.99379, -4.18021, 1.69965)  0.066
O (-1.08839, -3.49267, 2.09527)  -0.080
H (-1.70897, -3.69079, 1.39394)  -0.084
H (-0.46096, -2.88928, 1.69717)  -0.011

The LUMO energy comes out at 0.02876 hartree. The value obtained for the total energy is -69554.9359 eV. The spin multiplicity is 1. Its charge is -1. For the HOMO-LUMO gap, the calculation gives 7.2 eV.

---

A 5-piece molecular cluster, C4H19N2O4 overall at a distorted geometry. Source: OMol25; level of theory: ωB97M-V with the def2-TZVPD basis set.

Each line ends with the Löwdin charge.
Atoms and positions in Å:
C (-4.06613, 0.13330, -0.70570)  -0.107
C (-2.89257, -0.18664, 0.20498)  -0.222
C (-1.50482, -0.14810, -0.50669)  -0.173
N (-0.48166, -0.13898, 0.50601)  0.066
C (-0.11860, 0.92533, 1.22798)  -0.131
N (0.83218, 0.88731, 2.13599)  0.183
H (-4.48737, 1.14272, -0.53724)  0.086
H (-3.79672, 0.07566, -1.72693)  0.058
H (-4.96581, -0.41606, -0.45474)  0.076
H (-2.87642, 0.59798, 0.93458)  0.087
H (-3.18406, -1.14727, 0.70002)  0.127
H (-1.42939, -0.89592, -1.28512)  0.131
H (-1.50343, 0.64854, -1.20393)  0.111
H (0.06130, -1.01021, 0.70329)  0.161
H (-0.47028, 1.95111, 1.03703)  0.175
H (1.01441, 1.64756, 2.78558)  0.143
H (1.45447, 0.09966, 2.19901)  0.083
H (2.91923, -0.01454, -0.64493)  0.037
H (2.22936, -1.51890, -0.87605)  0.042
O (2.26691, -0.66876, -0.44553)  -0.045
H (2.68394, -1.60058, 1.39846)  0.022
H (2.38670, -2.25374, 2.84207)  0.073
O (2.01078, -1.95451, 1.99481)  -0.069
H (2.72078, -0.88711, -3.32743)  0.023
H (1.54569, -1.49343, -3.93693)  0.072
O (2.00284, -1.43681, -3.06948)  -0.051
H (3.34726, 2.57475, 0.01260)  0.044
H (1.83306, 2.58324, -0.33529)  0.037
O (2.46833, 2.50441, 0.37360)  -0.038

The LUMO energy comes out at -0.10266 hartree. The value obtained for the total energy is -15620.2143 eV. The spin multiplicity is 1. Its charge is +1. For the energy above the lowest of the compared OMol25 structures with the same formula, charge and spin, the calculation gives 124.4 kJ/mol. For the HOMO-LUMO gap, the calculation gives 11.1 eV.

---

A 5-piece molecular cluster, C4H19N2O6 overall at a distorted geometry. Source: OMol25; level of theory: ωB97M-V with the def2-TZVPD basis set.

Each line ends with the Löwdin charge.
Atoms and positions in Å:
C (-0.70198, 0.35968, -0.20060)  -0.261
N (-1.04637, 0.98323, -1.46503)  -0.023
C (-1.34967, 2.46206, -1.22416)  -0.236
O (-2.63640, 2.56183, -1.82236)  -0.132
C (0.19413, -0.88977, -0.25673)  -0.213
N (1.61074, -0.48996, -0.31174)  -0.098
C (2.14550, 0.39888, 0.76755)  -0.447
O (1.36712, 0.40027, 1.85720)  -0.336
H (-0.25146, 0.96014, 0.62284)  0.099
H (-1.64124, 0.12262, 0.31947)  0.106
H (-0.19723, 1.02594, -2.04978)  0.074
H (-1.38661, 2.82846, -0.19965)  0.111
H (-0.82534, 3.17028, -1.95822)  0.129
H (-2.90086, 1.75914, -2.28265)  0.066
H (-0.07082, -1.44330, -1.22271)  0.118
H (-0.05215, -1.70550, 0.41909)  0.072
H (2.26717, -1.23185, -0.30847)  0.083
H (2.31610, 1.45860, 0.22025)  0.122
H (3.07808, -0.10657, 1.14439)  0.098
H (-1.36277, -1.03693, 2.82162)  0.073
H (-0.08256, -1.21358, 2.29686)  -0.031
O (-0.88285, -1.74661, 2.31114)  -0.114
H (2.61410, 0.39595, -3.00735)  -0.008
H (1.71414, 0.41556, -1.74670)  -0.018
O (1.96006, 0.91751, -2.58434)  -0.118
H (-2.05074, -3.19325, -0.96696)  0.035
H (-2.78559, -1.84061, -0.82736)  0.028
O (-2.92268, -2.77272, -1.07403)  -0.080
H (1.66080, -1.49139, 3.30874)  -0.001
H (1.06086, -0.06537, 3.48309)  0.052
O (1.15853, -0.99277, 3.93660)  -0.151

The LUMO energy comes out at 0.12095 hartree. The value obtained for the total energy is -19720.1392 eV. The spin multiplicity is 1. Its charge is -1. For the energy above the lowest of the compared OMol25 structures with the same formula, charge and spin, the calculation gives 266.8 kJ/mol. For the HOMO-LUMO gap, the calculation gives 7.4 eV.